Entry 1:
DFT (ωB97M-V/def2-TZVPD) results for a 14-piece molecular cluster, H29O14 overall.

Results
frontier orbital gap = 9.95 eV
LUMO level = -0.1095 Eh
E_HOMO = -12.93 eV

ORCA input file:
```
! RIJCOSX wB97M-V def2-TZVPD def2/J DEFGRID3
* xyz 1 1
O -2.6456 -0.9488 2.8680
H -2.6245 -0.0380 2.2360
O -2.5650 0.5204 -3.1077
H -2.5445 -0.3491 -2.8974
H -3.2334 0.8322 -3.5274
O 1.1189 -4.8146 0.6499
H -0.5791 -2.6979 1.5068
H 1.9971 -4.4091 0.7155
O 1.3188 -0.6102 -3.5585
H 0.4637 -0.4813 -4.1357
H 1.5287 -1.5726 -3.8526
O -0.9196 0.9960 -1.4909
H -1.0513 0.5723 -2.3292
H -1.3457 1.8143 -1.8161
O 3.8030 -2.3917 -1.2322
H 2.8746 -2.6143 -1.0060
H 4.0399 -3.1239 -1.8570
O 0.7513 4.0966 -1.8882
H 1.2823 3.5104 -1.1845
H 0.7930 3.5561 -2.7601
O -3.9447 2.1132 0.3059
H -3.6437 1.5079 -0.3193
H -4.8054 2.0039 0.3455
O 4.0211 1.2231 -1.8012
H 4.9232 0.9069 -2.1493
H 3.3564 0.7950 -2.4592
O 3.1716 -1.2440 1.0710
H 2.8842 -0.3996 1.3645
H 3.0954 -1.1860 0.1655
O -0.6080 -2.4026 2.4728
H 0.9420 -5.1030 1.5181
H 0.2095 -1.8008 2.6992
O 1.2377 -1.0901 3.5497
H 2.1080 -1.2187 3.1060
H 1.2782 -0.6394 4.5062
O -2.3719 1.6311 2.4772
H -2.5536 2.1204 1.6375
H -1.7279 2.0577 2.9080
O -1.4655 3.8717 0.3444
H -2.3363 3.6424 0.8803
H -1.7946 3.9908 -0.6217
H -2.8215 -0.7377 3.8005
H -1.6167 -1.8890 2.8656
*
```



Entry 2:
DFT (ωB97M-V/def2-TZVPD) results for a 14-piece molecular cluster, H29O14 overall.

Results
frontier orbital gap (spin up / spin down) = 10.44 / 2.78 eV
LUMO level (spin up / spin down) = -0.2273 / -0.5089 Eh
expectation value of S² = 0.756
E_HOMO (spin up / spin down) = -16.62 / -16.62 eV

ORCA input file:
```
! RIJCOSX wB97M-V def2-TZVPD def2/J DEFGRID3
* xyz 2 2
O 1.0118 -0.8598 3.5707
H 2.3966 -2.4961 2.2788
O -1.1302 0.3834 -3.5483
H -1.6339 0.7984 -2.8156
H -3.2034 1.9006 -1.3267
O -0.2836 2.5078 0.6948
H 0.1581 -2.5281 -0.3697
H 0.2489 3.1000 1.2445
O -0.5974 -2.3373 -2.1737
H -0.4725 -2.9768 -2.8846
H -0.1017 -1.5499 -2.4242
O 2.9096 2.6679 2.8043
H 3.3941 1.8961 3.1089
H 2.5168 3.0821 3.5779
O -3.7299 0.9492 2.3905
H -2.2353 0.7180 -0.7547
H 1.1313 -2.6035 0.7431
O -0.9893 -0.2942 0.8204
H -0.5328 0.5570 0.9048
H -1.9050 -0.1505 0.5713
O 3.1478 0.0577 -2.8461
H 3.3114 -0.0274 -3.7842
H -4.3740 0.2448 2.4982
O -0.9432 -4.0787 0.0530
H -0.8899 -5.0336 -0.0005
H 0.2185 -1.0531 4.0806
O 1.8845 -3.2222 1.9015
H -0.6619 3.9682 -2.7064
H 0.2305 2.3026 -0.1039
O 0.7140 -1.8884 0.1492
H -3.9812 1.6107 3.0429
H 1.7489 2.1277 -1.3192
O 1.2126 1.3342 -1.5022
H -1.4339 -3.9118 -0.7638
H 1.7723 0.6848 -1.0464
O -0.9468 4.2858 -1.8269
H -0.5331 1.0840 -3.8444
H -1.0643 3.4258 -1.3743
O -2.7767 1.0513 -1.4649
H 1.7136 -3.8135 2.6428
H 3.5410 -0.6834 -2.3771
H 1.2473 0.0479 3.7848
H -0.0897 -1.2779 0.3948
*
```



Entry 3:
DFT (ωB97M-V/def2-TZVPD) results for a 2-piece molecular cluster, H2IN3 overall.

Results
frontier orbital gap (spin up / spin down) = 7.91 / 7.91 eV
LUMO level (spin up / spin down) = -0.0151 / -0.0151 Eh
E_HOMO (spin up / spin down) = -8.32 / -8.32 eV

ORCA input file:
```
! RIJCOSX wB97M-V def2-TZVPD def2/J DEFGRID3
* xyz 0 1
N 1.0403 1.7230 -0.7495
N 0.1782 -0.6179 0.8244
N 0.4558 0.7511 -0.6561
I -1.4381 -1.6317 -0.0251
H -0.0268 -0.4573 1.8801
H -0.2094 0.2328 -1.2738
*
```



Entry 4:
DFT (ωB97M-V/def2-TZVPD) results for a 2-piece molecular cluster, H2INS overall.

Results
frontier orbital gap (spin up / spin down) = 8.02 / 7.57 eV
LUMO level (spin up / spin down) = -0.0606 / -0.0476 Eh
E_HOMO (spin up / spin down) = -9.66 / -8.86 eV

ORCA input file:
```
! RIJCOSX wB97M-V def2-TZVPD def2/J DEFGRID3
* xyz 0 1
N 0.7173 -1.0300 -0.7060
S 0.0606 -0.6791 0.5526
I -2.1561 0.5144 0.0056
H 0.8110 -0.3234 -1.4568
H 0.5671 1.5180 1.6046
*
```



Entry 5:
DFT (ωB97M-V/def2-TZVPD) results for one molecule with the formula H2N2O2.

Results
frontier orbital gap = 10.18 eV
LUMO level = 0.0016 Eh
SMILES string = NON=O
E_HOMO = -10.14 eV

ORCA input file:
```
! RIJCOSX wB97M-V def2-TZVPD def2/J DEFGRID3
* xyz 0 1
N 1.0226 0.0646 -0.1663
O -0.3236 -0.4308 -0.0246
N -1.2934 0.5873 0.0288
O -2.3912 0.1064 -0.0982
H 1.3163 0.4188 0.7930
H 1.6694 -0.7463 -0.5327
*
```



Entry 6:
DFT (ωB97M-V/def2-TZVPD) results for a 2-piece molecular cluster, H2N2O2 overall.

Results
frontier orbital gap = 12.64 eV
LUMO level = 0.0406 Eh
SMILES string = N#[N+][O-].O
E_HOMO = -11.54 eV

ORCA input file:
```
! RIJCOSX wB97M-V def2-TZVPD def2/J DEFGRID3
* xyz 0 1
N -0.9059 -0.9604 0.1060
N -1.4997 -0.0202 0.1317
O -2.2371 0.8903 0.2156
O 1.5570 0.3650 0.0382
H 1.1767 0.1679 -0.7475
H 1.9090 -0.4426 0.2559
*
```



Quick rundown of energy, same order as above: -29125.8908 -29116.1634 -12598.9801 -20454.2204 -7102.8848 -7105.4112 eV
Quick rundown of ΔE to the lowest compared entry with this formula, charge and spin, same order as above: 6.7288 0.5675 2.1546 4.0537 2.6946 0.1682 eV